Entry 1:
ORCA calculation (ωB97M-V/def2-TZVPD) on a cluster of 2 separate species, C5H9NO2 in total in a non-equilibrium geometry.

Geometry as XYZ:
```
17
Properties=species:S:1:pos:R:3
C 0.041 -0.619 -0.050
C 0.844 0.408 0.026
C -2.708 0.046 -0.010
C 0.202 -2.073 -0.127
C 2.360 0.352 0.029
N -2.543 1.336 0.026
O -3.563 -0.774 -0.053
O 0.318 1.708 0.144
H -0.163 -2.528 0.796
H 1.246 -2.376 -0.266
H -0.385 -2.479 -0.952
H 2.737 0.380 1.054
H 2.782 1.197 -0.521
H 2.703 -0.569 -0.438
H -1.592 1.694 0.062
H -3.333 1.980 0.017
H 1.053 2.316 0.262
```

Output
- Lowest unoccupied orbital energy (alpha / beta): 0.537 / 0.357 eV
- Gap between HOMO and LUMO (alpha / beta): 8.703 / 7.683 eV
- Energy relative to the best compared isomer or geometry (same formula, charge and spin): 407.0 kJ/mol
- Total charge: 0
- HOMO energy (alpha / beta): -8.17 / -7.33 eV
- E: -401.021745 hartree
- Multiplicity: 1

Results of the natural (NBO) charge analysis, in e, for atoms 1 through 4: C -0.02; C 0.16; C 0.72; C -0.70

---

Entry 2:
ORCA calculation (ωB97M-V/def2-TZVPD) on the ion C5H9NO2 with charge +1 in a non-equilibrium geometry.

Geometry as XYZ:
```
17
Properties=species:S:1:pos:R:3
O 2.422 -0.492 -0.320
C 1.293 -0.937 -0.091
N 0.161 -0.487 -0.713
C -1.228 -0.747 -0.350
C -1.720 0.616 0.217
C -0.718 1.751 0.315
O -1.031 2.882 0.043
C 1.038 -2.202 0.736
H 0.139 0.195 -1.497
H -1.884 -0.788 -1.315
H -1.279 -1.579 0.395
H -2.551 1.205 -0.279
H -2.136 0.506 1.255
H 0.228 1.412 0.690
H 2.131 -2.315 1.058
H 0.461 -2.044 1.692
H 0.652 -3.189 0.237
```

Output
- Lowest unoccupied orbital energy (alpha / beta): -4.002 / -9.390 eV
- Gap between HOMO and LUMO (alpha / beta): 11.042 / 5.202 eV
- Energy relative to the best compared isomer or geometry (same formula, charge and spin): 347.9 kJ/mol
- Expectation value of S²: 0.77
- Total charge: +1
- HOMO energy (alpha / beta): -15.04 / -14.59 eV
- E: -400.748523 hartree
- Multiplicity: 2

Results of the natural (NBO) charge analysis, in e, for atoms 1 through 4: O -0.35; C 0.61; N -0.27; C -0.27

---

Entry 3:
ORCA calculation (ωB97M-V/def2-TZVPD) on the molecule C5H9NO2S in a non-equilibrium geometry.

Geometry as XYZ:
```
18
Properties=species:S:1:pos:R:3
C -1.402 -0.320 0.694
C 0.541 -1.754 -0.274
C -0.882 -1.309 -0.309
C -1.137 0.086 -0.718
C 0.311 2.139 0.131
N 0.697 0.966 -0.727
O 1.658 -0.109 1.491
O 2.773 -0.573 -0.701
S 1.558 -0.278 0.046
H -2.427 -0.318 1.133
H -0.774 0.217 1.388
H 0.620 -2.512 0.565
H 0.700 -2.128 -1.318
H -1.542 -1.998 -0.757
H -1.485 0.540 -1.668
H -0.760 2.442 -0.020
H 0.621 1.986 1.235
H 0.932 2.926 -0.190
```

Output
- Lowest unoccupied orbital energy: 0.163 eV
- Gap between HOMO and LUMO: 10.120 eV
- Energy relative to the best compared isomer or geometry (same formula, charge and spin): 466.6 kJ/mol
- Total charge: 0
- HOMO energy: -9.96 eV
- E: -799.181103 hartree
- Multiplicity: 1

Results of the natural (NBO) charge analysis, in e, for atoms 1 through 4: C -0.47; C -0.65; C -0.29; C 0.04

---

Entry 4:
ORCA calculation (ωB97M-V/def2-TZVPD) on the molecule C5H9NO2S in a non-equilibrium geometry.

Geometry as XYZ:
```
18
Properties=species:S:1:pos:R:3
O -0.937 -0.231 -2.214
O -2.251 0.069 -0.464
C -1.277 -0.474 -1.038
N 1.054 -0.966 -0.593
S 1.476 0.468 0.315
C 0.994 1.787 -0.860
C -0.344 -1.354 -0.181
C 0.071 0.314 1.536
C -0.441 -1.109 1.339
H 1.042 -0.769 -1.625
H 1.782 1.909 -1.569
H 0.076 1.497 -1.388
H 0.802 2.726 -0.340
H -0.588 -2.379 -0.406
H -0.696 1.046 1.333
H 0.432 0.465 2.563
H 0.248 -1.774 1.876
H -1.443 -1.226 1.714
```

Output
- Lowest unoccupied orbital energy: 0.010 eV
- Gap between HOMO and LUMO: 8.292 eV
- Energy relative to the best compared isomer or geometry (same formula, charge and spin): 205.9 kJ/mol
- Total charge: 0
- HOMO energy: -8.28 eV
- E: -799.280400 hartree
- Multiplicity: 1

Results of the natural (NBO) charge analysis, in e, for atoms 1 through 4: O -0.77; O -0.74; C 0.71; N -0.75

---

Entry 5:
ORCA calculation (ωB97M-V/def2-TZVPD) on the molecule C5H9NO2S in a non-equilibrium geometry.

Geometry as XYZ:
```
18
Properties=species:S:1:pos:R:3
C 1.182 1.095 -2.372
C 0.377 0.124 -1.548
S -0.697 -0.878 -2.278
N 0.693 -0.006 -0.250
C 0.078 -1.031 0.628
O 1.064 -1.325 1.601
C -1.294 -0.748 1.152
C -1.409 0.481 2.030
O -0.449 1.201 2.200
H 1.174 2.043 -1.814
H 0.860 1.334 -3.474
H 2.130 0.743 -2.270
H 1.070 0.800 0.200
H 0.183 -1.875 -0.075
H 1.177 -0.583 2.120
H -1.881 -0.496 0.353
H -1.847 -1.681 1.593
H -2.411 0.801 2.204
```

Output
- Lowest unoccupied orbital energy: 0.595 eV
- Gap between HOMO and LUMO: 8.869 eV
- Energy relative to the best compared isomer or geometry (same formula, charge and spin): 156.8 kJ/mol
- Total charge: 0
- HOMO energy: -8.27 eV
- E: -799.299093 hartree
- Multiplicity: 1

Results of the natural (NBO) charge analysis, in e, for atoms 1 through 4: C -0.66; C 0.13; S -0.19; N -0.59

---

Entry 6:
ORCA calculation (ωB97M-V/def2-TZVPD) on a structure of composition C5H9NO3 in a non-equilibrium geometry.

Geometry as XYZ:
```
18
Properties=species:S:1:pos:R:3
C -0.959 -0.460 -0.317
C 1.768 1.765 -0.470
C -1.750 -1.324 1.940
N 1.069 0.688 -1.143
C 0.330 -0.446 0.129
C -2.054 -0.997 0.496
O 1.946 -0.041 -1.966
O 1.096 -0.614 1.011
O -3.143 -1.224 0.002
H 2.026 0.375 -2.840
H 0.045 0.917 -1.495
H -1.172 -0.488 -1.377
H 1.046 2.337 0.108
H 2.486 1.320 0.221
H 2.281 2.415 -1.184
H -0.990 -2.102 1.998
H -1.372 -0.441 2.456
H -2.653 -1.677 2.432
```

Output
- Lowest unoccupied orbital energy: 0.162 eV
- Gap between HOMO and LUMO: 8.839 eV
- Energy relative to the best compared isomer or geometry (same formula, charge and spin): 438.3 kJ/mol
- Total charge: 0
- HOMO energy: -8.68 eV
- E: -476.277247 hartree
- Multiplicity: 1

Results of the natural (NBO) charge analysis, in e, for atoms 1 through 4: C -0.68; C -0.44; C -0.71; N -0.24

---

Entry 7:
ORCA calculation (ωB97M-V/def2-TZVPD) on a structure of composition C5H9NO3 in a non-equilibrium geometry.

Geometry as XYZ:
```
18
Properties=species:S:1:pos:R:3
C -1.146 1.179 -0.695
C 0.027 -2.383 1.436
C 0.938 0.815 -0.079
C 0.300 -1.376 0.349
C 1.762 1.679 -0.631
O -1.526 2.045 0.273
O -0.947 1.865 -1.839
O -1.605 -0.010 -0.741
N 0.715 -0.142 0.726
H -0.871 1.225 -2.559
H -0.852 -0.841 -0.199
H -1.616 1.553 1.099
H 0.725 -1.771 -0.582
H 2.827 1.621 -0.445
H 1.387 2.472 -1.261
H -0.590 -3.200 1.059
H 0.956 -2.820 1.814
H -0.484 -1.910 2.275
```

Output
- Lowest unoccupied orbital energy: 0.058 eV
- Gap between HOMO and LUMO: 8.780 eV
- Energy relative to the best compared isomer or geometry (same formula, charge and spin): 430.7 kJ/mol
- Total charge: 0
- HOMO energy: -8.72 eV
- E: -476.280124 hartree
- Multiplicity: 1

Results of the natural (NBO) charge analysis, in e, for atoms 1 through 4: C 0.92; C -0.62; C 0.19; C -0.26

---

Entry 8:
ORCA calculation (ωB97M-V/def2-TZVPD) on a structure of composition C5H9NO3 in a non-equilibrium geometry.

Geometry as XYZ:
```
18
Properties=species:S:1:pos:R:3
C 0.072 0.303 -0.361
C -0.762 1.548 -0.442
N -0.288 -0.637 0.550
C -0.647 -0.729 -1.989
C 0.506 0.361 1.888
C 1.806 0.423 2.085
O 0.403 -1.822 0.425
O -1.331 -1.892 -1.823
O -0.555 -0.241 -3.087
H -0.256 -2.498 0.639
H -1.628 -2.217 -2.694
H 1.116 0.366 -0.666
H -0.251 0.606 2.623
H -0.840 1.842 -1.489
H -1.771 1.363 -0.079
H -0.279 2.366 0.090
H 2.484 0.142 1.286
H 2.221 0.715 3.044
```

Output
- Lowest unoccupied orbital energy: 0.779 eV
- Gap between HOMO and LUMO: 9.109 eV
- Energy relative to the best compared isomer or geometry (same formula, charge and spin): 648.9 kJ/mol
- Total charge: 0
- HOMO energy: -8.33 eV
- E: -476.197021 hartree
- Multiplicity: 1

Results of the natural (NBO) charge analysis, in e, for atoms 1 through 4: C 0.01; C -0.66; N -0.14; C 0.71

---

Q: Number 5 is which compound?
A: C5H9NO2S